# C23H22ClNPRuS

A molecular structure, C23H22ClNPRuS (the ωB97M-V functional and the def2-TZVPD basis, the Open Molecules 2025 dataset).

Element x y z (Å)
Ru  -0.3198  0.0781  -0.0089
Cl  1.6844  1.1241  0.4078
P  -1.0536  -1.8935  0.0924
C  -1.5871  -2.7414  -1.4154
C  -2.7956  -3.4360  -1.5232
C  -3.0936  -4.0956  -2.7214
C  -2.2108  -4.0310  -3.8036
C  -1.0218  -3.3003  -3.7020
C  -0.7172  -2.6369  -2.5111
C  0.3180  -2.9465  0.7424
C  0.9792  -2.4801  1.8835
C  2.0340  -3.2340  2.4227
C  2.4313  -4.4258  1.8126
C  1.7550  -4.8889  0.6833
C  0.6858  -4.1617  0.1482
C  -2.3468  -2.1189  1.3567
C  -2.8125  -0.9775  2.0099
C  -3.7726  -1.1217  3.0256
C  -4.2429  -2.3879  3.3794
C  -3.7482  -3.5269  2.7347
C  -2.7878  -3.3979  1.7273
H  0.6791  -1.5184  2.2949
H  2.5535  -2.8628  3.3065
H  3.2703  -4.9870  2.2061
H  2.0574  -5.8195  0.1972
H  0.1414  -4.5150  -0.7218
H  -3.4733  -3.4710  -0.6753
H  -4.0169  -4.6750  -2.8027
H  -2.4462  -4.5537  -4.7296
H  -0.3244  -3.2460  -4.5406
H  0.1812  -2.0284  -2.4068
H  -2.3994  -0.0082  1.7066
H  -4.1524  -0.2346  3.5358
H  -4.9985  -2.4935  4.1550
H  -4.1147  -4.5211  3.0026
H  -2.3918  -4.2752  1.2228
H  -7.9458  -2.9289  -2.8183
H  -8.2011  -2.7131  -2.1446
S  -1.7729  1.2974  -1.2499
C  -0.8964  2.7344  -0.8856
N  -0.2110  3.2636  -1.9589
C  0.5228  4.4147  -1.9280
C  0.4860  5.2016  -0.8058
C  -0.3154  4.7890  0.2625
C  -1.0411  3.5861  0.2188
H  -0.1274  2.6353  -2.7566
H  1.0927  4.5690  -2.8288
H  1.0819  6.1250  -0.7733
H  -0.3368  5.3783  1.1746
H  -1.6624  3.1510  1.0127

Values from the calculation:
- Electronic energy: -60907.89881 eV
- Multiplicity: 6
- Lowest unoccupied orbital energy (alpha / beta): -6.1 / -10.6 eV
- Net charge: +2
- HOMO energy (alpha / beta): -0.4895 / -0.5415 hartree
- ΔE to the lowest compared entry with this formula, charge and spin: 0.0000 eV
- Frontier orbital gap (alpha / beta): 7.26 / 4.10 eV
- <S²>: 8.782



# C23H22F3NO5S4

A molecular structure, C23H22F3NO5S4 (the ωB97M-V functional and the def2-TZVPD basis, the Open Molecules 2025 dataset).

Element x y z (Å)
C  1.7277  2.6135  4.3724
S  1.5023  2.3735  2.5729
C  2.6039  0.9939  2.4169
C  -0.0822  1.6286  2.4881
C  -1.0521  2.7001  2.6234
C  -2.5193  2.4650  2.9010
C  -3.0735  1.1800  2.9384
C  -4.4299  0.9787  3.1751
C  -5.2727  2.0730  3.3955
C  -4.7355  3.3608  3.4094
C  -3.3676  3.5580  3.1649
O  -0.7011  3.9044  2.4863
H  2.8061  2.6841  4.5398
H  1.2063  3.5346  4.6492
H  1.3165  1.7199  4.8708
H  3.2540  0.9588  3.2995
H  1.9750  0.1061  2.3482
H  3.1464  1.1433  1.4766
H  -0.1842  0.6347  2.9850
H  -2.4115  0.3359  2.7695
H  -4.8073  -0.0385  3.1967
H  -6.3356  1.9147  3.5863
H  -5.3956  4.2078  3.6190
H  -2.9365  4.5563  3.1781
F  -2.5268  0.2361  -0.2004
C  -1.7138  -0.7612  -0.6932
F  -2.4374  -1.9061  -0.7487
F  -1.3475  -0.4226  -1.9587
S  -0.2893  -0.8839  0.4729
N  0.7677  -1.7537  -0.7758
S  0.8542  -3.5766  -0.7357
C  0.8994  -4.1117  -2.4683
C  -0.0980  -4.9721  -2.9442
C  -0.0506  -5.3865  -4.2765
C  1.0021  -4.9938  -5.1128
C  2.0416  -4.2170  -4.5890
C  2.0084  -3.8308  -3.2521
O  2.1047  -3.9248  -0.1161
O  -0.4095  -3.9873  -0.1850
S  2.2142  -0.8986  -0.7862
C  1.6740  0.6517  -1.5233
C  2.2352  0.8964  -2.7732
C  1.9033  2.0675  -3.4581
C  0.9754  2.9605  -2.9316
C  0.4135  2.7364  -1.6709
C  0.7641  1.5673  -0.9698
O  2.7368  -0.8537  0.5642
O  3.0489  -1.5154  -1.7855
H  -0.8730  -5.3253  -2.2574
H  -0.8529  -6.0095  -4.6838
H  1.0040  -5.2625  -6.1744
H  2.8733  -3.8928  -5.2132
H  2.8404  -3.2875  -2.8291
H  2.8949  0.1627  -3.2148
H  2.3691  2.2448  -4.4293
H  0.6737  3.8345  -3.5139
H  -0.2811  3.4713  -1.2501
H  0.3473  1.3566  0.0208

Values from the calculation:
- Electronic energy: -87424.75030 eV
- Lowest unoccupied orbital energy: -0.4 eV
- HOMO energy: -0.2919 hartree
- Frontier orbital gap: 7.55 eV



# C23H22FN5O

C23H22FN5O in the gas phase (the ωB97M-V functional and the def2-TZVPD basis, the Open Molecules 2025 dataset).

Element x y z (Å)
C  3.7119  1.8268  6.8478
O  4.2380  1.2628  5.6705
C  3.4458  1.2035  4.5670
C  2.1332  1.6608  4.4967
C  1.4237  1.5494  3.3165
C  2.0037  0.9825  2.1874
N  1.2491  0.8920  1.0138
C  1.6381  0.4737  -0.2144
C  0.5447  0.5510  -1.0466
C  0.5475  0.2348  -2.5074
N  1.0649  -1.1091  -2.7377
C  0.2453  -2.1736  -2.1945
C  1.0241  -3.4913  -2.2791
C  -1.0750  -2.3535  -2.9123
C  -2.1854  -2.9267  -2.2920
C  -3.3332  -3.0417  -3.0561
N  -3.3873  -2.6294  -4.3156
C  -2.2819  -2.1084  -4.8100
N  -1.1341  -1.9515  -4.1779
C  -0.4935  1.0440  -0.2141
C  -1.8845  1.3536  -0.5275
C  -2.6453  0.5585  -1.3812
C  -3.9631  0.8747  -1.6565
C  -4.5536  1.9864  -1.0810
C  -3.7944  2.7575  -0.2186
F  -4.3635  3.8391  0.3590
C  -2.4780  2.4638  0.0696
N  -0.0334  1.2488  1.0129
C  3.3158  0.5190  2.2563
C  4.0241  0.6312  3.4320
H  4.5110  1.7673  7.5848
H  3.4328  2.8751  6.7014
H  2.8442  1.2658  7.2094
H  1.6519  2.1064  5.3525
H  0.4060  1.8985  3.2515
H  2.6325  0.1531  -0.4411
H  -0.4551  0.3952  -2.9312
H  1.2334  0.9227  -3.0142
H  1.1607  -1.2596  -3.7379
H  0.0475  -1.9421  -1.1402
H  1.9830  -3.3733  -1.7831
H  0.4700  -4.2966  -1.8034
H  1.1991  -3.7507  -3.3207
H  -2.1488  -3.2495  -1.2637
H  -4.2449  -3.4684  -2.6576
H  -2.3172  -1.7707  -5.8382
H  -2.2119  -0.3284  -1.8142
H  -4.5360  0.2473  -2.3233
H  -5.5784  2.2532  -1.2840
H  -1.9124  3.0819  0.7474
H  3.7884  0.0670  1.3994
H  5.0404  0.2773  3.4998

Values from the calculation:
- Electronic energy: -36423.23731 eV
- SMILES: COc1ccc(-n2cc(CN[C@H](C)c3ccncn3)c(-c3cccc(F)c3)n2)cc1
- Lowest unoccupied orbital energy: 0.6 eV
- HOMO energy: -0.2907 hartree
- Frontier orbital gap: 8.55 eV



# C23H22I2MoN5O13S

A molecular structure, C23H22I2MoN5O13S (the ωB97M-V functional and the def2-TZVPD basis, the Open Molecules 2025 dataset).

Element x y z (Å)
Mo  -0.4873  0.0631  -2.4256
O  -0.7388  -6.0400  -1.9157
C  -0.7324  -4.7171  -2.0425
C  -1.8870  -3.9634  -2.3032
C  -1.7550  -2.6054  -2.4137
N  -0.5779  -1.9946  -2.2691
C  0.5272  -2.7061  -2.0383
C  0.5040  -4.0675  -1.9140
C  1.7409  -1.8063  -2.0069
O  2.8566  -2.1788  -1.8176
O  1.3659  -0.5509  -2.2731
C  -2.8472  -1.5995  -2.7018
O  -4.0129  -1.8506  -2.6764
O  -2.2928  -0.4109  -2.9545
H  -1.6189  -6.4143  -2.0500
H  -2.8624  -4.4168  -2.4329
H  1.4151  -4.6230  -1.7380
I  0.5321  0.8158  -5.2141
C  0.4420  -0.8784  -6.5147
I  -0.8614  -2.4297  -5.9111
H  1.4420  -1.2859  -6.5811
H  0.0971  -0.5092  -7.4719
C  1.3806  2.8272  5.0760
C  0.6363  1.4970  5.0195
S  -0.5026  1.5259  3.6585
O  -1.4445  2.6042  3.8155
O  0.2469  1.4471  2.4254
C  -1.4298  -0.0032  3.8181
C  -2.6636  -0.0008  2.9064
N  -2.3877  0.3960  1.5117
C  -1.6713  -0.3220  0.6286
N  -1.4644  0.3805  -0.4854
C  -2.0301  1.6237  -0.2880
C  -2.6203  1.6242  0.9218
N  -3.4195  2.6994  1.4643
O  -3.2544  3.7796  0.9508
O  -4.2649  2.4142  2.2872
C  -1.2267  -1.7210  0.8675
H  2.0325  2.8365  5.9471
H  0.6830  3.6594  5.1530
H  1.9952  2.9620  4.1869
H  0.0459  1.3099  5.9171
H  1.3069  0.6586  4.8224
H  -1.7581  -0.0487  4.8564
H  -0.7374  -0.8201  3.6134
H  -3.4012  0.6925  3.2921
H  -3.1141  -0.9904  2.8789
H  -2.0424  2.4039  -1.0258
H  -1.3600  -2.0049  1.9068
H  -0.1707  -1.8284  0.6206
H  -1.8180  -2.4074  0.2597
O  1.3615  3.3027  -3.3377
C  1.1791  2.6158  -2.3722
O  0.0462  1.8841  -2.2232
C  2.1864  2.3535  -1.3090
C  3.4992  2.7842  -1.4864
C  4.4930  2.3566  -0.6191
C  4.1966  1.4627  0.4020
C  2.8878  1.0479  0.5509
C  1.8760  1.4921  -0.2691
N  2.5605  0.0198  1.5479
O  1.7650  -0.8405  1.2131
O  3.0816  0.0955  2.6399
H  3.7296  3.4416  -2.3141
H  5.5103  2.6972  -0.7516
H  4.9677  1.0825  1.0584
H  0.8649  1.1785  -0.0708

Values from the calculation:
- Electronic energy: -87159.90067 eV
- Multiplicity: 3
- Lowest unoccupied orbital energy (alpha / beta): -4.1 / -4.5 eV
- Net charge: +1
- HOMO energy (alpha / beta): -0.4452 / -0.4565 hartree
- ΔE to the lowest compared entry with this formula, charge and spin: 0.3688 eV
- Frontier orbital gap (alpha / beta): 7.99 / 7.93 eV
- <S²>: 2.014